P.
{"formula": "CH13O5S", "method": "ωB97M-V/def2-TZVPD", "homo_ev": -3.315, "homo_lumo_gap_ev": 6.6, "multiplicity": 1, "total_charge": -1, "symbols": ["C", "S", "H", "H", "H", "H", "H", "O", "H", "H", "O", "H", "H", "O", "H", "H", "O", "H", "H", "O"], "positions_angstrom": [[0.64, 1.27, 2.02], [-0.04, 1.92, 0.43], [0.57, 2.03, 2.78], [0.09, 0.36, 2.39], [1.71, 0.98, 1.91], [0.92, 0.65, -2.88], [1.78, 1.56, -2.12], [1.62, 0.62, -2.26], [1.46, -0.08, -0.24], [1.37, -1.50, 0.35], [1.86, -0.66, 0.47], [-2.76, -0.07, 1.38], [-1.26, 0.06, 1.14], [-2.00, -0.60, 1.15], [-1.22, -2.73, 0.24], [-0.77, -1.74, -0.76], [-0.88, -2.73, -0.69], [-0.65, 0.11, -2.35], [-1.10, 0.68, -1.24], [-1.30, -0.11, -1.73]], "mulliken_charge": [-0.724, -0.661, 0.275, 0.213, 0.178, 0.272, 0.316, -0.589, 0.339, 0.312, -0.647, 0.265, 0.238, -0.581, 0.348, 0.345, -0.684, 0.234, 0.211, -0.658]}

Q.
{"formula": "CH13O5S", "method": "ωB97M-V/def2-TZVPD", "homo_ev": -3.917, "homo_lumo_gap_ev": 7.3, "multiplicity": 1, "total_charge": -1, "symbols": ["C", "S", "H", "H", "H", "H", "H", "O", "H", "H", "O", "H", "H", "O", "H", "H", "O", "H", "H", "O"], "positions_angstrom": [[-0.20, -2.34, 1.85], [0.92, -0.99, 1.30], [0.06, -3.35, 1.54], [-1.23, -2.14, 1.53], [-0.23, -2.32, 2.94], [1.59, 1.34, 0.90], [0.29, 2.07, 1.01], [1.23, 2.24, 0.86], [-2.36, 0.38, 1.14], [-0.89, 0.24, 0.86], [-1.62, 0.92, 0.84], [-0.02, -2.03, -2.17], [-0.05, -1.29, -0.82], [-0.15, -1.15, -1.79], [-1.77, 0.17, -2.31], [-2.16, 0.95, -1.10], [-2.36, 0.89, -2.04], [1.23, 1.76, -1.17], [1.14, 0.58, -2.08], [1.73, 1.32, -1.88]], "mulliken_charge": [-0.793, -0.521, 0.261, 0.213, 0.248, 0.275, 0.345, -0.696, 0.261, 0.215, -0.754, 0.209, 0.278, -0.627, 0.338, 0.391, -0.693, 0.369, 0.347, -0.667]}

Relative energies with respect to the most stable structure, expressed in eV: P 1.335; Q 0.000.

P.
{"formula": "C5H12N2O2", "method": "ωB97M-V/def2-TZVPD", "homo_ev": -7.977, "homo_lumo_gap_ev": 8.7, "multiplicity": 1, "total_charge": 0, "symbols": ["C", "C", "N", "C", "C", "C", "O", "N", "O", "H", "H", "H", "H", "H", "H", "H", "H", "H", "H", "H", "H"], "positions_angstrom": [[1.57, 0.47, -2.00], [1.11, 0.69, -0.58], [-0.50, 0.38, -0.37], [-1.26, -0.61, -1.12], [-1.15, 1.01, 0.79], [-0.87, -0.24, 1.60], [-1.76, -0.93, 2.13], [0.46, -0.51, 1.96], [0.63, -1.78, 2.56], [0.94, 1.02, -2.70], [2.60, 0.81, -2.11], [1.55, -0.60, -2.25], [1.84, 0.21, 0.06], [1.15, 1.76, -0.34], [-2.23, -0.22, -1.44], [-0.74, -0.97, -2.01], [-1.43, -1.52, -0.53], [-2.22, 1.14, 0.65], [-0.64, 1.90, 1.17], [1.31, 0.03, 1.85], [-0.32, -2.04, 2.69]], "mulliken_charge": [-1.436, -0.057, -0.001, -0.880, -0.708, 0.616, -0.718, -0.070, -0.460, 0.339, 0.395, 0.361, 0.229, 0.245, 0.264, 0.327, 0.304, 0.334, 0.294, 0.247, 0.373]}

Q.
{"formula": "C5H12N2O2", "method": "ωB97M-V/def2-TZVPD", "homo_ev": -9.046, "homo_lumo_gap_ev": 10.0, "multiplicity": 1, "total_charge": 0, "symbols": ["C", "C", "C", "C", "N", "N", "O", "O", "C", "H", "H", "H", "H", "H", "H", "H", "H", "H", "H", "H", "H"], "positions_angstrom": [[0.28, 0.01, -1.89], [-0.46, 0.02, -0.78], [-1.69, -0.83, -0.67], [-0.26, 1.03, 0.37], [0.39, 2.23, -0.08], [-1.50, 1.38, 1.00], [0.50, 0.34, 1.39], [1.59, -0.40, 0.53], [1.75, -1.77, 0.79], [1.22, 0.54, -1.97], [0.08, -0.70, -2.68], [-2.58, -0.20, -0.71], [-1.75, -1.54, -1.49], [-1.70, -1.38, 0.28], [0.60, 2.82, 0.71], [1.28, 2.00, -0.51], [-1.83, 0.62, 1.58], [-1.38, 2.19, 1.59], [0.95, -2.35, 0.32], [2.71, -2.05, 0.35], [1.80, -1.95, 1.87]], "mulliken_charge": [-1.056, 0.674, -1.540, 0.974, -0.729, -0.701, -0.373, -0.214, -0.544, 0.215, 0.307, 0.364, 0.424, 0.335, 0.298, 0.277, 0.275, 0.276, 0.262, 0.255, 0.224]}

Relative energies with respect to the most stable structure, expressed in eV: P 0.000; Q 0.285.

P.
{"formula": "C5H12N2O2", "method": "ωB97M-V/def2-TZVPD", "homo_ev": -8.729, "homo_lumo_gap_ev": 9.5, "multiplicity": 1, "total_charge": 0, "symbols": ["C", "C", "C", "O", "O", "H", "H", "H", "H", "H", "H", "C", "N", "N", "C", "H", "H", "H", "H", "H", "H"], "positions_angstrom": [[-0.88, -1.55, 1.52], [-0.12, -1.93, 0.27], [1.38, -1.44, 0.33], [1.91, -0.93, 1.28], [2.08, -1.83, -0.75], [-1.01, -0.48, 1.58], [-1.86, -2.03, 1.52], [-0.34, -1.86, 2.42], [-0.60, -1.56, -0.64], [-0.03, -3.01, 0.16], [3.03, -1.64, -0.62], [-1.92, 1.29, -0.88], [-0.83, 0.69, -1.08], [0.36, 1.28, -1.06], [0.60, 2.58, -0.49], [-2.82, 0.71, -0.97], [-2.03, 2.35, -0.63], [1.10, 0.58, -0.92], [0.26, 2.64, 0.55], [1.67, 2.79, -0.53], [0.07, 3.34, -1.07]], "mulliken_charge": [-1.138, -0.163, 0.246, -0.557, -0.451, 0.238, 0.350, 0.346, 0.351, 0.392, 0.361, -0.461, -0.326, -0.122, -0.982, 0.262, 0.293, 0.342, 0.328, 0.370, 0.322]}

Q.
{"formula": "C5H12N2O2", "method": "ωB97M-V/def2-TZVPD", "homo_ev": -9.055, "homo_lumo_gap_ev": 9.5, "multiplicity": 1, "total_charge": 0, "symbols": ["C", "C", "C", "C", "C", "H", "H", "H", "H", "H", "H", "H", "H", "H", "H", "H", "H", "N", "N", "O", "O"], "positions_angstrom": [[-0.14, -2.82, -1.38], [0.96, -3.54, -0.49], [-0.84, 1.14, 2.27], [-0.52, 1.39, 0.79], [0.51, 3.05, -0.74], [-1.03, -1.09, -1.74], [0.40, -0.95, -0.80], [0.82, -4.63, -0.61], [0.81, -3.30, 0.60], [2.07, -3.20, -0.85], [-0.58, 1.94, 2.97], [-0.43, 0.18, 2.50], [-1.97, 0.92, 2.28], [0.37, 3.19, 1.31], [0.08, 2.44, -1.60], [0.17, 4.06, -0.99], [1.58, 3.10, -0.74], [-0.69, -1.67, -1.00], [-0.04, 2.66, 0.57], [-0.72, -3.46, -2.28], [-0.82, 0.60, -0.08]], "mulliken_charge": [0.459, -0.826, -0.873, 0.572, -0.868, 0.302, 0.296, 0.288, 0.264, 0.228, 0.317, 0.264, 0.237, 0.246, 0.290, 0.305, 0.316, -0.348, -0.211, -0.626, -0.631]}

Relative energies with respect to the most stable structure, expressed in eV: P 0.000; Q 0.535.

P.
{"formula": "C5H12N2O2", "method": "ωB97M-V/def2-TZVPD", "homo_ev": -9.545, "homo_lumo_gap_ev": 10.4, "multiplicity": 1, "total_charge": 0, "symbols": ["C", "N", "C", "O", "O", "N", "H", "H", "H", "H", "H", "H", "C", "C", "C", "H", "H", "H", "H", "H", "H"], "positions_angstrom": [[-0.65, -1.78, 0.65], [0.39, -1.12, 0.46], [1.07, -1.17, -0.82], [0.25, -1.16, -1.91], [1.94, -0.05, -0.91], [2.88, 0.02, 0.13], [-1.12, -2.39, -0.13], [-1.10, -1.77, 1.63], [1.67, -2.11, -0.84], [-0.22, -0.28, -1.92], [2.37, -0.03, 1.01], [3.49, -0.80, 0.07], [-1.29, 1.29, -1.09], [-0.73, 1.55, 0.09], [-1.39, 1.35, 1.41], [-2.29, 0.89, -1.16], [-0.85, 1.64, -2.01], [0.25, 2.00, 0.12], [-0.75, 0.77, 2.06], [-1.56, 2.31, 1.88], [-2.35, 0.84, 1.29]], "mulliken_charge": [-0.422, -0.274, -0.092, -0.527, -0.229, -0.500, 0.276, 0.321, 0.456, 0.392, 0.306, 0.257, -1.258, 0.473, -1.145, 0.270, 0.504, 0.257, 0.269, 0.354, 0.312]}

Q.
{"formula": "C5H12N2O2", "method": "ωB97M-V/def2-TZVPD", "homo_ev": [-7.659, -7.658], "homo_lumo_gap_ev": [8.2, 8.2], "multiplicity": 1, "total_charge": 0, "symbols": ["C", "C", "C", "C", "C", "N", "N", "O", "O", "H", "H", "H", "H", "H", "H", "H", "H", "H", "H", "H", "H"], "positions_angstrom": [[1.82, 0.31, -0.37], [-0.58, 2.60, 0.39], [-0.80, 1.20, -0.22], [0.33, -1.60, 0.20], [0.83, -0.29, 0.57], [1.19, 0.06, 1.93], [1.25, -2.51, -0.51], [1.89, -0.24, -1.54], [2.37, 1.38, -0.10], [-1.38, 3.36, 0.14], [-0.78, 2.46, 1.42], [0.32, 3.09, 0.10], [-1.76, 0.73, -0.14], [-0.39, 1.19, -1.23], [-0.68, -1.40, -0.35], [0.05, -2.04, 1.13], [0.96, -0.52, 2.73], [1.50, 1.00, 2.05], [1.61, -1.15, -1.66], [1.00, -3.52, -0.59], [2.27, -2.54, -0.16]], "mulliken_charge": [0.294, -1.048, -0.618, -0.584, 0.737, -0.515, -0.669, -0.534, -0.638, 0.372, 0.299, 0.265, 0.422, 0.314, 0.216, 0.400, 0.172, 0.205, 0.445, 0.233, 0.233]}

R.
{"formula": "C5H12N2O2", "method": "ωB97M-V/def2-TZVPD", "homo_ev": -7.802, "homo_lumo_gap_ev": 8.3, "multiplicity": 1, "total_charge": 0, "symbols": ["C", "C", "C", "C", "O", "H", "H", "H", "H", "H", "H", "H", "H", "C", "N", "N", "O", "H", "H", "H", "H"], "positions_angstrom": [[0.84, -0.04, -0.92], [0.47, -0.37, 1.92], [2.30, -0.31, -0.57], [0.24, 0.72, 0.92], [0.59, 1.88, 0.99], [0.50, -0.86, -1.55], [0.75, 0.90, -1.48], [1.53, -0.55, 2.06], [-0.03, -1.29, 1.60], [0.03, -0.07, 2.87], [2.74, 0.50, 0.02], [2.41, -1.23, 0.01], [2.92, -0.42, -1.47], [-1.62, -0.41, -0.44], [-1.49, 0.74, 0.51], [-2.30, -0.03, -1.59], [-1.68, -1.53, 0.03], [-2.60, -0.83, -2.14], [-1.43, 1.66, 0.08], [-2.21, 0.76, 1.23], [-1.96, 0.78, -2.08]], "mulliken_charge": [-0.371, -1.357, -1.295, 0.773, -0.673, 0.371, 0.244, 0.351, 0.322, 0.394, 0.342, 0.298, 0.377, 0.281, -0.216, -0.416, -0.557, 0.269, 0.344, 0.276, 0.241]}

S.
{"formula": "C5H12N2O2", "method": "ωB97M-V/def2-TZVPD", "homo_ev": [-7.751, -7.751], "homo_lumo_gap_ev": [8.4, 8.4], "multiplicity": 1, "total_charge": 0, "symbols": ["C", "C", "O", "C", "N", "N", "H", "H", "H", "H", "H", "H", "H", "H", "C", "C", "O", "H", "H", "H", "H"], "positions_angstrom": [[-2.21, 0.78, -0.50], [-1.03, 0.63, 0.40], [-0.81, 1.64, 1.27], [-0.27, -0.55, 0.52], [0.57, -0.58, 1.70], [-0.81, -1.81, 0.14], [-1.97, 0.36, -1.48], [-3.06, 0.23, -0.09], [-2.46, 1.83, -0.59], [-0.10, 1.32, 1.86], [0.08, -0.98, 2.49], [1.39, -1.15, 1.53], [-0.04, -2.46, -0.04], [-1.26, -1.72, -0.77], [2.28, 0.45, -0.63], [0.90, 0.09, -1.12], [0.67, -0.81, -1.94], [2.22, 0.95, 0.34], [2.90, -0.44, -0.54], [2.74, 1.15, -1.33], [0.28, 1.07, -1.21]], "mulliken_charge": [-1.468, -0.137, -0.558, 1.049, -0.689, -0.640, 0.375, 0.353, 0.398, 0.379, 0.227, 0.290, 0.287, 0.280, -1.331, 0.635, -0.644, 0.350, 0.308, 0.376, 0.158]}

Relative energies with respect to the most stable structure, expressed in eV: P 1.382; Q 1.018; R 0.558; S 0.000.